[1]
{
  "formula": "C12H12O2",
  "method": "ωB97M-V with the def2-TZVPD basis set",
  "e_tot_ev": -16728.544,
  "orbital_gap_ev": [8.0, 8.0],
  "max_force_ev_per_a": 4.45,
  "charge": 0,
  "e_above_lowest_kj_mol": 405.1,
  "symbols": ["C", "C", "C", "C", "C", "C", "C", "C", "C", "C", "C", "C", "O", "O", "H", "H", "H", "H", "H", "H", "H", "H", "H", "H", "H", "H"],
  "coordinates": [[2.109631, -2.927784, -0.400100], [1.464775, -2.607314, 0.767529], [1.998770, -2.039839, -1.473508], [0.828126, -1.364402, 0.938091], [1.388782, -0.793573, -1.302099], [0.779874, -0.423683, -0.088066], [-2.055958, 0.882553, 0.111272], [-2.678344, 0.197582, -0.843838], [0.063904, 1.693947, -1.138268], [-2.073705, 1.718394, 1.327133], [0.292118, 1.672319, 1.367299], [0.252379, 0.890896, 0.111615], [-0.200272, 1.299919, -2.226707], [-0.938906, 1.576323, 2.149028], [2.513346, -3.929181, -0.592175], [1.576048, -3.385724, 1.536398], [2.262018, -2.234092, -2.482827], [0.524397, -1.419910, 1.988663], [1.395130, -0.089467, -2.111595], [-2.148366, -0.017942, -1.697097], [-3.730605, 0.030666, -0.999884], [0.059776, 2.900333, -1.055198], [-2.315246, 2.865276, 1.063061], [-3.004908, 1.449071, 1.937252], [1.123940, 1.253604, 1.949384], [0.513294, 2.802029, 1.164638]],
  "forces_ev_per_angstrom": [[-0.52, -0.43, -1.90], [0.80, -0.19, -0.10], [-0.75, 1.11, 0.81], [0.82, -2.44, 1.26], [0.15, -0.60, 0.47], [0.80, -1.40, 0.65], [1.85, -0.67, -0.82], [-0.03, 2.00, 2.60], [-0.42, 3.16, 1.56], [-2.32, 1.63, 0.58], [0.53, 1.26, 0.24], [-3.42, 2.03, -1.98], [-0.01, -1.05, -1.88], [0.27, -0.18, -0.67], [0.06, 0.47, 0.34], [-0.55, 0.81, 0.13], [0.79, -0.58, -0.54], [-0.79, 1.68, -0.44], [-0.07, -0.11, -0.21], [1.75, -0.85, -1.82], [-0.46, 0.12, 0.69], [0.19, -2.04, 0.66], [0.91, -2.26, 0.17], [1.37, 0.07, -0.45], [-0.52, 0.35, 0.44], [-0.44, -1.89, 0.21]],
  "nbo_charge": [-0.206, -0.211, -0.212, -0.200, -0.165, -0.115, 0.180, -0.467, 0.400, -0.192, -0.123, -0.107, -0.590, -0.517, 0.213, 0.212, 0.214, 0.232, 0.234, 0.244, 0.230, 0.102, 0.197, 0.236, 0.217, 0.191]
}

=====

[2]
{
  "formula": "C12H12O3",
  "method": "ωB97M-V with the def2-TZVPD basis set",
  "smiles": "C=C(C(=O)OC)[C@]1(c2ccccc2)CO1",
  "e_tot_ev": -18777.822,
  "orbital_gap_ev": 9.5,
  "max_force_ev_per_a": 3.48,
  "charge": 0,
  "e_above_lowest_kj_mol": 393.5,
  "symbols": ["C", "C", "C", "O", "O", "C", "C", "C", "C", "C", "C", "C", "C", "C", "O", "H", "H", "H", "H", "H", "H", "H", "H", "H", "H", "H", "H"],
  "coordinates": [[1.893121, -1.391971, 1.647007], [1.447453, -0.622944, 0.700547], [1.937627, 0.658611, 0.248002], [2.853123, 1.243348, 0.766285], [1.293147, 1.168552, -0.760703], [1.661838, 2.373457, -1.406494], [0.412667, -1.246530, -0.133917], [-0.880486, -0.591115, 0.034134], [-1.694557, -0.248446, -0.977351], [-2.830171, 0.609687, -0.772581], [-3.038320, 0.968325, 0.541457], [-2.272430, 0.448678, 1.606374], [-1.123054, -0.225779, 1.401086], [0.574440, -2.542966, -0.863985], [0.830192, -1.310142, -1.496954], [1.429595, -2.378322, 1.862567], [2.696933, -1.136556, 2.334745], [1.417915, 2.191884, -2.467374], [2.803315, 2.580033, -1.180954], [1.001328, 3.241410, -0.959982], [-1.502708, -0.601582, -1.976105], [-3.385372, 0.958016, -1.684297], [-3.957887, 1.649180, 0.720069], [-2.536183, 0.860219, 2.629227], [-0.360774, -0.544417, 2.223583], [1.547168, -3.057106, -0.662959], [-0.217931, -3.053533, -1.371439]],
  "forces_ev_per_angstrom": [[1.36, -1.16, 2.48], [-0.58, -2.11, -1.14], [1.56, 1.91, 0.81], [0.81, 0.01, 0.66], [-1.72, -0.56, -1.19], [1.05, 1.67, 1.35], [-0.62, -0.14, -2.55], [0.44, -0.18, 2.89], [-2.13, 1.05, -1.18], [1.63, -0.98, -0.41], [-2.68, 1.01, -0.29], [-1.27, 2.60, 1.92], [1.05, -1.33, -0.38], [2.17, 0.48, 0.48], [0.24, 0.29, -0.61], [0.30, 0.80, -0.42], [-0.05, 0.26, -0.21], [0.34, 0.40, 0.53], [-2.38, -0.24, -0.72], [1.41, -1.61, -0.97], [0.34, 0.03, -0.19], [0.35, -0.28, 1.39], [1.78, -1.17, 0.15], [0.30, -0.84, -1.21], [-1.95, 0.79, -1.59], [-1.17, -0.14, -0.09], [-0.58, -0.56, 0.49]],
  "nbo_charge": [-0.277, -0.155, 0.767, -0.593, -0.497, -0.272, 0.179, -0.065, -0.194, -0.204, -0.219, -0.221, -0.206, -0.096, -0.495, 0.204, 0.216, 0.205, 0.220, 0.196, 0.222, 0.225, 0.216, 0.216, 0.238, 0.188, 0.201]
}

=====

[3]
{
  "formula": "C12H12Si",
  "method": "ωB97M-V with the def2-TZVPD basis set",
  "smiles": "C1=C\\C=C/c2ccccc2[SiH2]\\C=C/1",
  "e_tot_ev": -20512.180,
  "orbital_gap_ev": 9.5,
  "max_force_ev_per_a": 3.77,
  "charge": 0,
  "e_above_lowest_kj_mol": 146.4,
  "symbols": ["C", "C", "C", "C", "C", "C", "C", "C", "C", "C", "Si", "C", "C", "H", "H", "H", "H", "H", "H", "H", "H", "H", "H", "H", "H"],
  "coordinates": [[-1.731359, 0.231760, 1.688467], [-0.854074, 1.203403, 1.466101], [0.602919, 1.192227, 1.696161], [1.541707, 1.178617, 0.757393], [1.136005, 0.890953, -0.631703], [1.222891, 1.832981, -1.636871], [0.869559, 1.503187, -2.987193], [0.170665, 0.339444, -3.183643], [-0.092938, -0.563278, -2.098626], [0.424801, -0.315473, -0.820506], [0.471615, -1.838776, 0.419501], [-1.063025, -2.150928, 1.584539], [-1.718713, -1.148063, 2.177275], [-2.846641, 0.551266, 1.589337], [-1.326201, 2.109843, 0.977400], [0.919830, 1.425669, 2.845110], [2.550085, 1.271433, 0.839273], [1.678151, 2.691292, -1.337887], [0.948947, 2.050813, -3.847746], [-0.188633, 0.041050, -4.275453], [-0.718196, -1.356788, -2.518215], [1.005024, -2.873231, -0.395316], [1.576216, -1.610079, 1.587156], [-1.353975, -3.161955, 1.932324], [-2.457626, -1.472628, 2.784036]],
  "forces_ev_per_angstrom": [[-2.96, 0.94, 0.93], [-0.62, 0.38, -0.98], [1.19, 1.34, 3.31], [-2.79, -0.31, -1.01], [-1.60, -0.56, 0.01], [-0.32, -2.65, -1.97], [-0.84, -1.21, 3.07], [-0.76, -1.64, -0.84], [0.21, 1.25, -1.95], [-0.28, -1.72, -0.58], [0.35, 2.16, 2.36], [1.09, -0.39, -0.69], [2.45, 0.26, -2.86], [1.92, -0.42, -0.17], [0.94, -0.86, 0.73], [-0.68, -0.75, -2.82], [2.75, 0.46, 1.19], [1.23, 2.69, 0.19], [0.77, 2.10, -1.53], [0.75, 0.71, 2.54], [0.28, -0.50, 1.29], [-0.07, -1.18, -0.56], [-1.05, -0.25, -1.58], [0.49, 0.51, -0.35], [-2.46, -0.35, 2.28]],
  "nbo_charge": [-0.204, -0.232, -0.203, -0.192, -0.070, -0.189, -0.215, -0.198, -0.223, -0.380, 1.063, -0.560, -0.216, 0.207, 0.230, 0.222, 0.214, 0.205, 0.214, 0.210, 0.220, -0.174, -0.151, 0.222, 0.201]
}

=====

[4]
{
  "formula": "C12H13BrN6O3",
  "method": "ωB97M-V with the def2-TZVPD basis set",
  "smiles": "COc1ncc2c(no[n+]2[O-])n1.CN(C)c1ccncc1Br",
  "e_tot_ev": -97774.018,
  "orbital_gap_ev": 7.3,
  "max_force_ev_per_a": 3.12,
  "charge": 0,
  "symbols": ["C", "O", "C", "N", "C", "C", "C", "N", "O", "N", "O", "N", "H", "H", "H", "H", "C", "N", "C", "C", "C", "C", "N", "C", "C", "Br", "H", "H", "H", "H", "H", "H", "H", "H", "H"],
  "coordinates": [[-3.633961, 2.456400, -2.667251], [-2.717613, 3.581897, -2.684592], [-1.438369, 3.229200, -2.531054], [-1.210523, 1.944743, -2.247517], [0.038030, 1.532944, -2.060957], [1.044509, 2.486344, -2.171470], [0.715359, 3.848511, -2.558800], [1.834253, 4.572324, -2.924259], [2.880238, 3.700694, -2.803757], [2.395977, 2.354502, -2.340582], [3.225061, 1.474252, -2.226327], [-0.544388, 4.216368, -2.697147], [-4.620114, 2.914311, -2.652006], [-3.506040, 1.849049, -3.568898], [-3.467358, 1.824184, -1.789311], [0.243785, 0.482029, -1.824197], [-0.357122, -2.691989, 4.104915], [0.517192, -2.827552, 2.960384], [1.336801, -4.018108, 3.056827], [0.458940, -2.060156, 1.827614], [0.578225, -2.625199, 0.536109], [0.482154, -1.787044, -0.576412], [0.343605, -0.462952, -0.482067], [0.266328, 0.101434, 0.731226], [0.333396, -0.637084, 1.907882], [0.516568, 0.305811, 3.567106], [-1.114990, -1.923207, 3.963155], [-0.850531, -3.660039, 4.268402], [0.230778, -2.474102, 5.003600], [2.004158, -4.121900, 2.195498], [1.939816, -3.961927, 3.977210], [0.694482, -4.908973, 3.136865], [0.702638, -3.698832, 0.391164], [0.524213, -2.195589, -1.587638], [0.154515, 1.179666, 0.766286]],
  "forces_ev_per_angstrom": [[-0.19, 0.34, 0.06], [0.16, -0.77, 0.04], [0.95, 2.43, -0.20], [1.37, -1.60, 0.48], [-1.16, 0.62, -1.19], [2.24, 1.88, -1.08], [2.88, -0.19, -0.65], [-2.18, -1.82, 0.87], [-1.07, -1.72, 0.95], [0.19, 1.06, -0.28], [-0.92, 0.70, -0.03], [-2.12, -0.40, 0.09], [0.03, -0.07, -0.01], [-0.01, 0.13, 0.16], [-0.17, 0.26, -0.23], [-0.22, 0.73, -0.37], [0.01, -0.01, 0.16], [0.32, -0.22, 0.04], [-0.10, -0.18, -0.15], [0.06, 0.49, 0.11], [-0.21, 0.56, -0.27], [0.28, -0.13, 0.84], [-0.09, -1.36, 1.42], [0.03, -0.82, 0.05], [0.15, -0.35, -0.48], [-0.13, -0.21, -0.56], [0.12, -0.10, -0.02], [-0.09, 0.16, -0.04], [-0.18, 0.12, -0.01], [-0.14, 0.07, 0.25], [-0.08, -0.03, -0.28], [0.24, 0.02, -0.10], [-0.11, 0.32, 0.17], [0.04, 0.06, 0.24], [0.09, 0.03, 0.01]],
  "nbo_charge": [-0.260, -0.461, 0.691, -0.531, 0.134, -0.110, 0.303, -0.120, -0.168, 0.416, -0.347, -0.485, 0.196, 0.189, 0.204, 0.287, -0.402, -0.429, -0.403, 0.206, -0.305, 0.082, -0.496, 0.034, -0.152, 0.070, 0.222, 0.191, 0.199, 0.215, 0.204, 0.187, 0.229, 0.200, 0.208]
}

=====

[5]
{
  "formula": "C12H13ClN2O2S",
  "method": "ωB97M-V with the def2-TZVPD basis set",
  "smiles": "CCNC(=O)CCSc1nc2cc(Cl)ccc2o1",
  "e_tot_ev": -43088.604,
  "orbital_gap_ev": 9.1,
  "max_force_ev_per_a": 1.33,
  "charge": 0,
  "symbols": ["C", "C", "N", "C", "O", "C", "C", "S", "C", "N", "C", "C", "C", "Cl", "C", "C", "C", "O", "H", "H", "H", "H", "H", "H", "H", "H", "H", "H", "H", "H", "H"],
  "coordinates": [[-4.971295, -2.045289, 3.586674], [-4.407966, -1.664274, 2.222204], [-3.059139, -2.155065, 2.046589], [-2.739100, -3.113227, 1.150377], [-3.539720, -3.615156, 0.395024], [-1.260378, -3.502445, 1.165539], [-0.354545, -2.350739, 0.759860], [-0.761924, -1.782121, -0.937853], [0.246469, -0.388899, -0.947378], [0.971051, 0.036292, 0.039598], [1.585655, 1.166618, -0.447698], [2.478365, 2.047043, 0.144987], [2.913612, 3.099988, -0.638411], [4.028346, 4.235064, 0.036485], [2.492461, 3.288697, -1.955018], [1.601804, 2.413319, -2.550812], [1.160816, 1.358128, -1.779196], [0.299037, 0.347517, -2.082387], [-5.988118, -1.675859, 3.683703], [-4.981924, -3.126461, 3.699908], [-4.369557, -1.615714, 4.385617], [-5.003823, -2.112279, 1.424600], [-4.413009, -0.575535, 2.102618], [-2.363002, -1.822946, 2.694928], [-1.136410, -4.334856, 0.471665], [-0.982397, -3.837311, 2.167622], [-0.460962, -1.481439, 1.406622], [0.691163, -2.655826, 0.748870], [2.811722, 1.911700, 1.159604], [2.870975, 4.130929, -2.511422], [1.269134, 2.547238, -3.566574]],
  "forces_ev_per_angstrom": [[0.07, 0.05, -0.26], [-0.24, 0.02, 0.07], [-0.04, 0.32, 0.31], [0.61, -0.09, 0.25], [-0.26, -0.24, -0.35], [-0.22, -0.01, -0.36], [0.13, 0.23, -0.27], [-0.32, -0.41, 0.04], [0.45, 0.17, 0.78], [-0.34, -0.54, 0.07], [-0.11, 0.47, -1.06], [-0.12, -0.08, -0.16], [-0.14, -0.12, -0.12], [0.20, 0.20, 0.12], [0.06, 0.03, 0.10], [-0.29, -0.35, -0.08], [0.77, 0.50, 0.96], [-0.26, -0.19, -0.32], [-0.12, 0.05, 0.08], [-0.01, -0.09, 0.04], [0.02, 0.02, 0.12], [0.07, 0.15, 0.07], [-0.06, -0.11, -0.06], [0.05, -0.10, -0.12], [-0.07, -0.02, 0.12], [0.04, 0.00, -0.03], [0.08, -0.08, 0.03], [-0.05, 0.06, 0.11], [0.06, 0.02, 0.12], [0.04, 0.07, -0.03], [-0.02, 0.06, -0.14]],
  "nbo_charge": [-0.611, -0.226, -0.620, 0.677, -0.616, -0.514, -0.492, 0.307, 0.348, -0.506, 0.082, -0.226, -0.043, 0.006, -0.235, -0.230, 0.233, -0.414, 0.216, 0.213, 0.197, 0.236, 0.189, 0.388, 0.240, 0.231, 0.233, 0.236, 0.237, 0.232, 0.233]
}

=====

[6]
{
  "formula": "C12H13ClN2O2Sn",
  "method": "ωB97M-V with the def2-TZVPD basis set",
  "e_tot_ev": -38064.840,
  "orbital_gap_ev": 5.9,
  "max_force_ev_per_a": 3.93,
  "charge": 2,
  "e_above_lowest_kj_mol": 0.0,
  "symbols": ["Cl", "C", "C", "C", "H", "C", "C", "H", "H", "H", "C", "Sn", "C", "O", "C", "O", "H", "H", "H", "C", "N", "C", "C", "N", "C", "H", "H", "H", "H", "H", "H"],
  "coordinates": [[-0.220267, 3.378951, -1.283503], [-2.266153, 0.062048, -2.034512], [-1.432225, -1.074306, -1.814786], [-0.179051, -0.833588, -2.447661], [-1.721926, -1.978665, -1.292784], [-0.213378, 0.449242, -3.093304], [-1.530495, 0.977835, -2.852125], [-1.877566, 1.921813, -3.231856], [-3.299485, 0.162917, -1.724775], [0.672992, -1.494957, -2.475738], [0.888404, 1.108934, -3.831210], [-0.377991, 1.037389, -0.733840], [1.986825, 1.431372, -0.117135], [2.950340, 1.849830, 0.321691], [-1.611036, 2.016921, 1.181173], [-1.863308, 2.682804, 2.075916], [1.872512, 0.863578, -3.423486], [0.808568, 2.196318, -3.806410], [0.905536, 0.815882, -4.887476], [1.228643, -1.128337, 4.485576], [0.657872, -1.195409, 3.159264], [0.069988, -2.298512, 2.570394], [-0.326681, -1.927331, 1.320884], [0.024089, -0.606063, 1.139558], [0.606127, -0.192554, 2.256362], [0.466578, -1.355617, 5.237978], [2.039884, -1.856539, 4.586555], [1.622240, -0.122181, 4.660465], [-0.014455, -3.225091, 3.079038], [-0.840562, -2.477937, 0.538706], [0.973966, 0.811263, 2.437044]],
  "forces_ev_per_angstrom": [[0.20, -0.93, 0.90], [0.16, 0.06, 0.25], [0.22, 0.04, 0.33], [0.23, 0.13, 0.85], [0.03, 0.20, -0.15], [-0.54, 0.36, 0.71], [0.35, 0.05, 0.02], [-0.13, 0.13, 0.02], [0.12, 0.01, -0.08], [-0.01, -0.14, 0.03], [0.53, 0.28, -0.55], [-0.86, -1.67, -1.55], [2.90, 1.28, 1.39], [-2.57, -1.22, -1.32], [-0.77, 2.30, 3.10], [0.65, -2.21, -2.90], [-0.08, -0.18, -0.03], [-0.18, -0.04, -0.03], [-0.09, -0.03, 0.16], [0.36, -0.03, 0.88], [-0.45, 0.36, -1.44], [0.12, 0.85, -0.32], [-0.21, 0.01, -0.42], [-0.21, 1.45, -1.11], [0.15, -0.29, 0.70], [0.10, 0.11, -0.20], [-0.14, 0.19, -0.11], [-0.10, -0.26, -0.04], [-0.05, -0.57, 0.28], [0.27, 0.02, 0.47], [0.02, -0.24, 0.15]],
  "nbo_charge": [-0.309, -0.308, -0.278, -0.279, 0.264, -0.105, -0.305, 0.286, 0.287, 0.276, -0.667, 1.490, 0.584, -0.316, 0.591, -0.316, 0.232, 0.251, 0.282, -0.420, -0.279, -0.018, -0.075, -0.520, 0.187, 0.248, 0.248, 0.235, 0.265, 0.247, 0.224]
}